Here is a molecular structure, C2H3NOS from the Open Molecules 2025 dataset. Energies are from ωB97M-V/def2-TZVPD.

largest force on an atom = 8.86 eV Å⁻¹
calculated total energy = -606.08747 hartree
charge = 0

Element x y z (Å)
C (0.084, 0.284, 0.006)
C (0.017, 0.781, 1.512)
H (0.584, -2.004, -2.313)
H (-0.363, 0.829, -0.689)
H (0.419, 0.122, 2.169)
N (0.256, -0.885, -0.342)
O (-0.668, 1.860, 1.639)
S (-0.329, -0.987, -1.981)

***

Here is C2H3NOS in the gas phase from the Open Molecules 2025 dataset. Energies are from ωB97M-V/def2-TZVPD.

largest force on an atom = 3.89 eV Å⁻¹
calculated total energy = -606.07848 hartree
charge = 0

Element x y z (Å)
C (0.133, -0.165, -0.095)
C (0.566, -0.482, 1.194)
N (1.626, -1.205, 1.721)
O (0.723, -0.658, -1.303)
S (2.785, -1.871, 0.873)
H (-0.848, 0.371, -0.088)
H (0.595, -0.094, -2.074)
H (0.127, 0.077, 1.929)

***

Here is a molecular structure, C2H3NOS from the Open Molecules 2025 dataset. Energies are from ωB97M-V/def2-TZVPD.

largest force on an atom = 4.86 eV Å⁻¹
calculated total energy = -606.07631 hartree
charge = 0

Element x y z (Å)
C (-0.309, 0.274, -1.592)
C (0.030, -0.185, 0.608)
N (-0.673, -0.289, -0.514)
O (0.474, -0.504, 3.091)
S (-0.496, -0.791, 2.045)
H (-0.905, 0.143, -2.481)
H (0.588, 0.897, -1.654)
H (1.291, 0.456, 0.496)

***

Here is C2H3NOS in the gas phase from the Open Molecules 2025 dataset. Energies are from ωB97M-V/def2-TZVPD.

largest force on an atom = 4.80 eV Å⁻¹
calculated total energy = -606.13474 hartree
charge = 0

Element x y z (Å)
C (0.573, -0.424, -1.074)
C (0.326, -0.343, 0.358)
N (0.652, -0.378, -2.221)
O (-1.003, -0.762, 0.792)
S (0.544, 1.418, 0.775)
H (1.130, -0.714, 1.114)
H (-1.735, -0.768, 0.242)
H (-0.488, 1.971, 0.014)

***

Here is C2H3NOS in the gas phase from the Open Molecules 2025 dataset. Energies are from ωB97M-V/def2-TZVPD.

largest force on an atom = 3.50 eV Å⁻¹
calculated total energy = -606.15345 hartree
charge = 0

Element x y z (Å)
C (-0.656, -0.002, -0.911)
C (0.541, 0.026, 1.059)
H (-0.754, 0.254, -1.913)
H (1.353, 0.078, -0.794)
H (-0.385, -0.155, 1.657)
N (0.523, -0.329, -0.353)
O (1.596, 0.115, 1.639)
S (-2.218, 0.013, -0.384)

***

Here is C2H3NOS in the gas phase from the Open Molecules 2025 dataset. Energies are from ωB97M-V/def2-TZVPD.

largest force on an atom = 6.60 eV Å⁻¹
calculated total energy = -606.02303 hartree
charge = 0

Element x y z (Å)
C (1.260, -0.140, -0.004)
C (0.075, 0.544, 0.046)
N (-1.050, -0.233, -0.007)
O (-1.100, -1.464, 0.021)
S (-2.688, 0.752, 0.031)
H (2.429, 0.149, -0.033)
H (1.275, -1.207, -0.028)
H (-0.202, 1.598, -0.026)